Molecular formula: C10H28Ag3NO13P2
Method: DFT, the ωB97M-V functional and the def2-TZVPD basis

```
57
Properties=species:S:1:pos:R:3:forces:R:3:nbo_charge:R:1
Ag 1.303 -6.354 -26.247 -0.35 -0.41 -0.02 0.950
Ag 1.826 -8.413 -29.429 -0.39 -1.00 -0.42 0.957
Ag 3.817 -8.841 -25.359 0.00 -0.97 0.15 0.952
N 0.552 -9.114 -26.303 -0.22 -0.74 -0.31 0.712
O 1.461 -8.822 -25.443 0.04 0.97 -0.36 -0.681
O 0.399 -8.364 -27.344 0.87 0.81 0.41 -0.675
O -0.153 -10.058 -26.144 0.10 -0.01 0.04 -0.273
C -6.461 -6.611 -26.723 -0.59 0.22 0.55 -0.258
O -6.186 -7.960 -27.127 0.47 0.03 0.43 -0.809
P -5.422 -8.244 -28.465 -0.22 -0.13 -0.56 2.571
O -6.218 -8.279 -29.676 0.08 0.26 -0.35 -1.063
O -4.682 -9.607 -28.119 -0.10 -0.09 0.97 -0.809
C -3.793 -10.131 -29.064 0.55 -0.47 -1.63 -0.257
O -4.223 -7.181 -28.542 -0.03 -0.05 0.42 -0.821
C -3.243 -7.182 -27.483 -0.16 -0.44 -1.10 -0.268
H -6.043 -6.424 -25.731 0.28 -0.20 -0.14 0.185
H -7.538 -6.509 -26.598 0.00 -0.03 -0.30 0.214
H -6.095 -5.864 -27.423 0.01 -0.11 -0.13 0.195
H -2.925 -10.610 -28.608 -0.12 0.24 0.50 0.165
H -3.437 -9.373 -29.772 0.05 0.12 0.25 0.184
H -4.239 -10.893 -29.711 -0.40 0.07 0.33 0.206
H -2.323 -7.527 -27.966 0.22 0.35 0.23 0.169
H -3.466 -7.924 -26.717 -0.23 0.31 0.25 0.203
H -3.184 -6.158 -27.128 0.20 -0.07 0.31 0.194
C 2.904 -11.688 -33.146 0.77 -0.40 -0.74 -0.260
O 2.062 -12.358 -32.187 -0.24 -0.04 -0.03 -0.803
P 1.886 -11.784 -30.754 -0.13 -0.25 -0.55 2.644
O 1.815 -10.301 -30.740 0.35 0.95 0.94 -1.234
O 0.600 -12.505 -30.258 -0.28 0.06 -0.34 -0.802
C -0.066 -12.156 -29.041 1.13 -0.97 1.16 -0.250
O 3.072 -12.341 -29.895 0.22 0.48 0.49 -0.841
C 3.281 -13.775 -29.812 0.79 -0.04 -0.58 -0.261
H 2.307 -11.120 -33.853 -0.13 0.26 0.34 0.214
H 3.428 -12.443 -33.734 -0.28 -0.23 0.21 0.217
H 3.699 -11.109 -32.676 -0.34 0.28 0.15 0.189
H 0.242 -12.883 -28.274 -0.34 -0.26 -0.34 0.195
H -1.129 -12.243 -29.204 -0.14 0.48 0.01 0.228
H 0.329 -11.244 -28.583 -0.62 0.52 -0.63 0.166
H 2.731 -14.282 -30.601 -0.38 -0.15 0.36 0.216
H 3.082 -14.105 -28.799 -0.37 -0.13 -0.06 0.199
H 4.330 -13.961 -30.042 0.03 0.18 0.17 0.212
C 3.359 -11.638 -26.667 -0.17 0.44 -0.52 -0.267
O 3.881 -11.344 -25.370 -0.38 1.04 -0.06 -0.597
C 3.037 -11.771 -24.277 0.33 0.04 0.62 -0.122
C 2.726 -13.244 -24.306 -0.48 -0.35 1.34 -0.122
O 1.735 -13.632 -25.224 0.65 0.19 -0.85 -0.539
C 0.443 -13.212 -24.862 -0.59 0.04 0.17 -0.261
H 3.188 -12.700 -26.809 0.13 -0.03 0.00 0.224
H 4.060 -11.243 -27.404 0.23 -0.30 0.12 0.195
H 2.406 -11.117 -26.868 -0.06 -0.18 0.34 0.141
H 2.140 -11.152 -24.161 -0.09 -0.03 -0.58 0.184
H 3.612 -11.558 -23.372 0.20 -0.16 -0.13 0.214
H 2.383 -13.540 -23.300 -0.01 0.34 0.03 0.203
H 3.650 -13.819 -24.391 -0.09 -0.07 -0.76 0.223
H -0.234 -13.360 -25.702 0.13 -0.42 -0.02 0.198
H 0.349 -12.142 -24.651 0.32 -0.04 0.23 0.161
H 0.108 -13.794 -23.999 -0.20 0.12 0.00 0.194
```
Positions in Å, forces in eV/Å.

LUMO, eV: -9.08
Charge: +2
ΔE to the lowest compared entry with this formula, charge and spin, eV: 1.1350
Molar mass, g/mol: 755.9
Gap between HOMO and LUMO, eV: 4.84

Molecular formula: C18H17N3O3S
Method: DFT, the ωB97M-V functional and the def2-TZVPD basis

```
42
Properties=species:S:1:pos:R:3:forces:R:3:nbo_charge:R:1
C 5.273 -2.931 1.176 0.15 -0.46 -0.05 -0.239
H 5.786 -3.457 1.982 -0.04 0.01 -0.07 0.187
H 5.909 -2.915 0.289 -0.06 -0.03 0.10 0.183
H 4.340 -3.448 0.942 0.07 0.02 0.01 0.179
O 5.039 -1.635 1.679 -0.08 0.35 -0.06 -0.496
C 4.338 -0.708 0.965 -0.05 0.10 0.07 0.239
C 4.078 0.465 1.669 0.02 -0.22 -0.15 -0.226
C 3.385 1.517 1.105 0.00 -0.05 -0.15 -0.213
C 2.932 1.418 -0.199 0.24 0.05 -0.05 -0.019
C 3.180 0.254 -0.912 0.06 0.01 0.02 -0.308
C 3.880 -0.813 -0.362 0.06 -0.20 0.03 0.296
O 4.149 -1.964 -1.061 0.08 0.24 0.42 -0.521
C 3.643 -2.097 -2.366 -0.06 -0.03 -0.20 -0.251
H 4.067 -1.348 -3.043 -0.04 -0.02 0.03 0.176
H 2.550 -2.032 -2.385 0.03 0.01 -0.01 0.180
H 3.950 -3.089 -2.694 -0.05 0.08 -0.04 0.200
H 2.815 0.185 -1.924 0.00 -0.05 -0.15 0.214
C 2.115 2.525 -0.816 0.12 -0.15 0.05 -0.470
C 0.697 2.353 -0.408 -0.49 -0.62 -0.38 0.050
N 0.043 3.184 0.319 1.28 0.83 -0.07 -0.265
N -1.199 2.806 0.602 -1.62 -0.42 0.44 -0.308
C -1.503 1.661 0.088 0.97 -0.20 -0.58 0.196
N -2.725 1.071 0.253 -0.45 -0.07 0.10 -0.614
C -3.023 -0.163 -0.272 -0.05 0.30 0.16 0.678
O -2.204 -0.781 -0.920 -0.12 -0.24 -0.03 -0.590
C -4.383 -0.669 0.030 -0.35 -0.28 -0.01 -0.166
C -4.567 -2.050 0.044 0.13 0.15 -0.02 -0.162
C -5.810 -2.587 0.322 -0.01 -0.02 0.00 -0.207
C -6.884 -1.748 0.572 -0.02 0.04 -0.01 -0.187
C -6.713 -0.374 0.537 -0.11 0.03 0.05 -0.227
C -5.470 0.169 0.270 0.18 -0.08 -0.02 -0.143
H -5.363 1.243 0.217 0.00 0.09 0.00 0.203
H -7.554 0.279 0.716 -0.06 0.05 0.00 0.219
H -7.857 -2.165 0.787 -0.08 -0.03 0.02 0.218
H -5.942 -3.658 0.339 0.00 -0.09 0.01 0.220
H -3.718 -2.685 -0.161 0.06 -0.05 -0.03 0.237
H -3.380 1.568 0.839 0.08 -0.11 -0.03 0.426
S -0.227 0.914 -0.837 0.14 0.86 0.46 0.395
H 2.188 2.488 -1.905 0.07 0.08 0.01 0.225
H 2.452 3.500 -0.464 -0.06 -0.01 -0.07 0.248
H 3.190 2.409 1.680 -0.02 0.12 0.08 0.218
H 4.439 0.520 2.683 0.06 -0.02 0.12 0.226
```
Positions in Å, forces in eV/Å.

LUMO, eV: 0.19
Charge: 0
ΔE to the lowest compared entry with this formula, charge and spin, eV: 2.9722
Molar mass, g/mol: 355.4
Gap between HOMO and LUMO, eV: 8.13

Molecular formula: C4H6NO3
Method: DFT, the ωB97M-V functional and the def2-TZVPD basis

```
14
Properties=species:S:1:pos:R:3:forces:R:3:mulliken_spin:R:1
O 3.403 0.396 0.804 0.06 0.17 0.35 0.001
C 2.531 -0.013 0.089 1.25 1.44 -0.76 0.001
C 1.092 0.421 -0.057 -0.82 -2.02 1.60 0.002
C 0.681 -0.099 1.150 -1.11 0.78 -0.65 -0.003
C -2.806 -0.015 -0.209 0.93 0.14 -0.98 0.005
O -2.342 -0.676 -1.102 -0.63 -0.61 -0.01 0.043
O -3.908 -0.098 0.429 -0.25 0.17 0.39 0.872
N 0.356 0.133 -1.210 0.48 -0.46 -0.47 0.004
H 2.742 -0.851 -0.601 -0.38 -0.03 -0.19 0.000
H -2.205 0.873 0.115 -0.46 0.17 0.67 0.076
H -0.044 -0.915 1.188 -0.60 0.63 0.08 0.001
H 0.954 0.397 2.067 1.11 -0.77 0.27 0.000
H -0.047 0.967 -1.609 0.30 0.11 -0.31 0.000
H -0.408 -0.521 -1.055 0.12 0.29 0.01 -0.001
```
Positions in Å, forces in eV/Å.

Multiplicity: 2
LUMO (spin up / spin down), eV: -0.01 / -4.20
Charge: 0
ΔE to the lowest compared entry with this formula, charge and spin, eV: 3.9727
Molar mass, g/mol: 116.1
Gap between HOMO and LUMO (spin up / spin down), eV: 9.05 / 4.86

Molecular formula: C4H7NO2
Method: DFT, the ωB97M-V functional and the def2-TZVPD basis

```
14
Properties=species:S:1:pos:R:3:forces:R:3:nbo_charge:R:1
N -0.276 -1.553 0.834 -0.10 -0.02 0.01 -0.841
C -1.228 -0.586 0.700 -0.04 -0.03 -0.01 0.676
O -2.223 -0.524 1.402 0.41 -0.06 -0.15 -0.611
C -1.009 0.404 -0.438 -0.04 0.01 0.04 -0.536
C 0.384 0.897 -0.762 -0.19 0.11 -0.10 0.063
C 1.622 0.763 0.005 0.13 0.12 0.25 -0.115
O 1.345 -0.109 -1.088 -0.01 -0.11 -0.20 -0.515
H -0.463 -2.300 1.487 0.07 0.14 -0.12 0.404
H 0.470 -1.640 0.153 -0.23 0.04 0.13 0.414
H -1.694 1.238 -0.263 0.19 -0.05 0.03 0.248
H -1.356 -0.091 -1.354 -0.06 0.03 0.10 0.241
H 0.364 1.739 -1.454 0.04 -0.18 -0.10 0.189
H 1.632 0.303 0.987 -0.07 0.00 -0.06 0.195
H 2.430 1.459 -0.208 -0.11 0.02 0.17 0.189
```
Positions in Å, forces in eV/Å.

LUMO, eV: 0.93
Charge: 0
ΔE to the lowest compared entry with this formula, charge and spin, eV: 1.3653
Molar mass, g/mol: 101.1
Gap between HOMO and LUMO, eV: 10.75

Molecular formula: C29H23N3O3SV
Method: DFT, the ωB97M-V functional and the def2-TZVPD basis

```
60
Properties=species:S:1:pos:R:3:forces:R:3:nbo_charge:R:1
V -0.416 0.281 0.094 1.89 0.75 -1.58 1.196
C -2.136 -2.092 -2.512 -0.06 -0.06 -0.12 -0.249
O -3.508 -2.118 -2.098 0.18 -0.06 -0.31 -0.481
C -3.855 -1.646 -0.898 -0.27 -0.20 -0.16 0.345
C -5.149 -1.944 -0.464 -0.16 -0.05 0.03 -0.198
C -5.627 -1.525 0.764 -0.01 -0.01 -0.01 -0.193
C -4.815 -0.788 1.614 -0.12 -0.03 0.04 -0.159
C -3.531 -0.468 1.197 0.13 0.21 0.32 -0.162
C -2.652 0.271 2.078 -0.05 -0.03 0.03 0.230
N -1.434 0.593 1.801 0.13 0.20 0.54 -0.315
N -0.698 1.218 2.832 -0.79 -0.36 -0.19 -0.336
C 0.488 1.419 2.398 0.35 -0.27 -0.43 0.555
O 0.753 1.096 1.105 0.90 1.04 1.87 -0.585
C 1.575 1.875 3.263 0.08 0.11 -0.26 -0.086
C 2.891 1.779 2.819 0.06 0.06 0.03 -0.172
C 3.928 2.156 3.659 -0.06 -0.01 -0.01 -0.212
C 3.647 2.636 4.930 0.01 0.00 0.00 -0.166
C 2.330 2.738 5.369 0.01 0.00 0.01 -0.210
C 1.292 2.355 4.540 -0.02 0.04 0.10 -0.164
C -3.071 -0.888 -0.057 0.89 0.55 0.39 0.214
O -1.804 -0.489 -0.375 -3.16 -1.52 -0.56 -0.503
H -2.106 -2.663 -3.433 -0.02 -0.05 -0.04 0.212
H -1.495 -2.564 -1.767 0.01 -0.02 0.02 0.185
H -1.797 -1.075 -2.704 -0.02 -0.02 -0.03 0.183
H -5.766 -2.530 -1.134 0.01 0.02 0.05 0.246
H -6.633 -1.784 1.064 0.02 0.00 -0.02 0.239
H -5.166 -0.468 2.587 0.01 0.00 -0.05 0.232
H -3.020 0.559 3.060 -0.03 -0.02 0.00 0.231
H 3.095 1.405 1.825 0.00 0.00 -0.01 0.227
H 4.954 2.076 3.322 -0.03 0.01 0.00 0.227
H 4.456 2.936 5.585 -0.03 -0.02 -0.02 0.227
H 2.117 3.115 6.361 0.01 -0.01 -0.03 0.228
H 0.263 2.427 4.868 0.04 -0.01 0.00 0.233
S 2.750 -1.388 -3.178 0.07 -0.10 0.01 0.470
C 2.251 0.069 -3.959 0.02 0.00 -0.06 -0.248
C 2.688 0.555 -5.189 0.02 -0.02 0.00 -0.200
C 2.159 1.744 -5.639 0.00 0.01 -0.03 -0.194
C 1.214 2.430 -4.871 0.00 -0.01 0.02 -0.180
C 0.784 1.944 -3.653 0.07 -0.05 -0.05 -0.242
C 1.306 0.736 -3.175 -0.20 0.02 0.29 0.187
N 0.997 0.069 -1.966 -0.07 0.11 0.02 -0.495
C 1.692 -1.033 -1.876 0.05 -0.03 -0.05 0.093
C 1.548 -1.900 -0.713 -0.01 0.11 -0.15 -0.069
C 2.271 -3.066 -0.499 0.08 -0.13 -0.01 -0.176
C 2.056 -3.795 0.661 0.00 0.01 -0.02 -0.198
C 1.123 -3.360 1.593 -0.01 0.00 -0.02 -0.173
C 0.398 -2.193 1.368 0.00 0.01 -0.12 -0.232
C 0.615 -1.462 0.206 -0.03 -0.01 0.26 -0.134
H 3.423 0.013 -5.771 -0.03 0.01 0.02 0.234
H 2.477 2.148 -6.591 -0.01 -0.01 0.02 0.231
H 0.809 3.364 -5.237 0.01 -0.02 0.01 0.227
H 0.060 2.500 -3.089 0.00 0.05 -0.07 0.227
H 3.002 -3.403 -1.226 -0.02 0.00 0.04 0.225
H 2.616 -4.704 0.839 0.00 0.02 -0.01 0.232
H 0.959 -3.928 2.501 0.00 0.01 -0.03 0.230
H -0.325 -1.876 2.111 -0.02 0.03 0.03 0.220
C -0.911 1.947 -0.994 0.20 -0.16 0.15 -0.718
H -0.051 2.598 -1.102 0.02 0.00 0.05 0.226
H -1.637 2.382 -0.301 0.00 -0.04 0.04 0.215
H -1.380 1.716 -1.943 -0.04 -0.07 0.02 0.222
```
Positions in Å, forces in eV/Å.

LUMO, eV: -4.36
Charge: +1
ΔE to the lowest compared entry with this formula, charge and spin, eV: 0.1345
Molar mass, g/mol: 544.5
Gap between HOMO and LUMO, eV: 6.96

Molecular formula: C5H9NO2
Method: DFT, the ωB97M-V functional and the def2-TZVPD basis

```
17
Properties=species:S:1:pos:R:3:forces:R:3:nbo_charge:R:1
C -1.367 -0.266 0.273 0.22 0.13 -0.18 0.393
C 1.786 1.144 0.644 -0.14 -0.08 -0.13 -0.435
C 0.454 -0.654 -0.652 -0.10 -0.11 0.20 0.122
C 0.205 0.646 -1.223 -0.20 0.11 0.18 -0.081
C 0.676 -1.967 -0.506 -0.04 0.11 0.01 -0.564
O -1.599 0.996 0.838 -0.09 -0.17 -0.07 -0.755
O -2.312 -0.662 -0.637 0.16 0.11 0.05 -0.707
N 1.411 0.469 -0.603 0.09 -0.08 0.03 -0.363
H -2.423 0.956 1.351 0.12 -0.04 -0.08 0.477
H -2.311 -0.056 -1.393 0.03 -0.01 0.05 0.481
H -1.249 -1.050 1.016 0.02 0.02 -0.01 0.160
H -0.475 1.478 -1.085 -0.03 -0.04 0.01 0.218
H 2.005 2.190 0.420 -0.01 -0.05 0.00 0.208
H 0.971 1.099 1.373 0.02 -0.01 -0.02 0.203
H 2.678 0.673 1.054 -0.04 0.02 -0.03 0.207
H -0.134 -2.681 -0.551 -0.01 0.03 -0.01 0.215
H 1.682 -2.315 -0.320 -0.01 0.04 0.02 0.220
```
Positions in Å, forces in eV/Å.

LUMO (spin up / spin down), eV: 0.31 / 0.49
Charge: 0
ΔE to the lowest compared entry with this formula, charge and spin, eV: 7.2692
Molar mass, g/mol: 115.1
Gap between HOMO and LUMO (spin up / spin down), eV: 7.43 / 7.55